Formula: C33H39BN4O2P2V
Source: OMol25
Level of theory: wB97M-V/def2-TZVPD

Geometry (Å):
V 0.589 -0.745 1.814
C -0.750 0.481 3.327
C -1.404 0.138 2.142
C -1.329 0.895 0.858
C -0.129 0.523 -0.037
C 1.263 0.837 0.471
C 1.587 1.412 1.700
C 0.734 2.384 2.442
C -0.048 1.752 3.607
C 1.523 -1.834 3.805
H -1.128 -0.050 4.205
H -2.138 -0.680 2.195
H -1.347 1.980 1.020
H -2.237 0.666 0.270
H -0.218 -0.551 -0.327
H -0.279 1.078 -0.974
H 2.086 0.630 -0.223
H 2.648 1.560 1.945
H 0.032 2.935 1.796
H 1.394 3.134 2.922
H 0.651 1.541 4.419
H -0.739 2.506 4.010
H 1.658 -2.818 4.279
H 2.560 -1.474 3.733
H 1.074 -2.125 2.811
P 1.779 -0.923 -2.126
P -2.099 -0.221 -2.144
N 3.109 0.127 -2.643
N 2.283 -2.193 -3.258
N -2.163 1.582 -2.827
N -3.564 -0.789 -2.837
C 0.515 -0.196 -3.256
C -0.832 -0.949 -3.293
C 4.224 0.332 -1.819
C 5.125 1.134 -2.499
C 4.560 1.432 -3.780
C 3.325 0.801 -3.843
C 2.517 -3.506 -2.844
C 2.805 -4.280 -3.957
C 2.745 -3.420 -5.105
C 2.434 -2.149 -4.646
C -1.932 2.640 -1.932
C -1.785 3.832 -2.627
C -1.997 3.534 -4.007
C -2.197 2.151 -4.099
C -4.279 -0.236 -3.910
C -5.121 -1.199 -4.425
C -4.994 -2.371 -3.599
C -4.063 -2.092 -2.620
H 0.871 -0.085 -4.288
H 0.390 0.818 -2.842
H -1.231 -0.958 -4.318
H -0.728 -2.013 -2.995
H 4.244 -0.100 -0.829
H 6.088 1.449 -2.130
H 4.997 2.017 -4.572
H 2.588 0.816 -4.630
H 2.462 -3.737 -1.793
H 3.030 -5.334 -3.958
H 2.898 -3.703 -6.139
H 2.311 -1.229 -5.194
H -1.913 2.471 -0.866
H -1.543 4.796 -2.185
H -2.005 4.248 -4.823
H -2.422 1.557 -4.977
H -4.118 0.783 -4.203
H -5.747 -1.084 -5.294
H -5.536 -3.293 -3.735
H -3.707 -2.676 -1.790
O -0.294 -1.790 5.691
B 0.839 -1.201 5.047
O 1.245 -0.075 5.811
C 0.360 0.024 6.878
C 0.145 1.087 7.738
C -0.899 0.965 8.663
C -1.702 -0.169 8.719
C -1.564 -1.188 7.766
C -0.535 -1.068 6.843
H 0.764 1.983 7.670
H -1.072 1.789 9.352
H -2.436 -0.269 9.518
H -2.226 -2.049 7.751

Calculated values
**E_LUMO (alpha / beta)**: -0.039 / -0.312 eV
**Highest occupied orbital energy (alpha / beta)**: -0.230 / -0.180 Ha
**Multiplicity**: 4
**Total charge**: 0

***

Formula: C33H39BN6NaPS4Sb
Source: OMol25
Level of theory: wB97M-V/def2-TZVPD

Geometry (Å):
Na 0.194 0.176 -1.543
N 4.810 -0.971 -1.505
C 5.450 -1.275 -0.308
C 6.812 -1.510 -0.240
C 7.377 -1.773 0.994
C 6.608 -1.774 2.147
C 5.249 -1.522 2.111
C 4.686 -1.288 0.866
S 2.980 -1.042 0.842
N 2.660 -0.507 -0.687
C 3.528 -0.576 -1.665
C 3.096 -0.241 -3.056
C 3.899 -0.544 -4.181
C 3.441 -0.139 -5.425
C 2.263 0.570 -5.554
C 1.560 0.849 -4.395
N 1.928 0.348 -3.218
H 5.402 -1.042 -2.344
H 7.415 -1.493 -1.142
H 8.445 -1.951 1.075
H 7.065 -1.982 3.102
H 4.605 -1.547 2.985
H 4.813 -1.105 -4.116
H 4.038 -0.373 -6.309
H 1.912 0.930 -6.509
H 0.672 1.474 -4.364
S -0.129 5.960 -0.924
Sb 0.565 3.819 -1.469
S 2.776 3.518 -2.120
S -1.067 2.488 -2.626
B 0.494 -4.492 -3.297
C 0.265 -3.117 -2.596
N 0.062 -2.080 -2.092
H 1.684 -4.665 -3.479
H 0.022 -5.319 -2.539
H -0.113 -4.460 -4.357
N -1.562 4.945 4.498
C -0.822 4.362 3.806
C 0.030 3.684 2.881
C 1.216 3.112 3.331
C 2.063 2.431 2.442
C 1.703 2.425 1.095
N 0.524 2.916 0.668
C -0.287 3.566 1.523
H 1.541 3.231 4.357
H 2.957 1.916 2.767
H 2.354 2.065 0.301
H -1.172 4.019 1.078
C -4.769 -1.827 0.205
C -3.320 -1.639 -0.306
C -3.374 -1.228 -1.795
C -2.583 -2.984 -0.158
P -2.400 -0.254 0.575
C -3.660 1.065 0.699
C -4.757 1.039 1.542
C -5.625 2.119 1.582
C -5.397 3.222 0.794
C -4.307 3.259 -0.057
C -3.420 2.204 -0.084
C -1.989 -0.715 2.367
C -0.582 -1.349 2.360
C -1.912 0.583 3.229
C -2.952 -1.656 3.096
H -5.245 -2.627 -0.374
H -5.377 -0.937 0.063
H -4.815 -2.088 1.258
H -4.042 -1.890 -2.344
H -2.396 -1.283 -2.257
H -3.757 -0.211 -1.897
H -2.997 -3.703 -0.870
H -2.703 -3.413 0.829
H -1.517 -2.905 -0.377
H -4.937 0.166 2.164
H -6.501 2.083 2.219
H -6.080 4.065 0.836
H -4.140 4.117 -0.702
H -2.565 2.207 -0.759
H 0.133 -0.687 1.859
H -0.576 -2.306 1.847
H -0.203 -1.485 3.368
H -1.417 1.389 2.703
H -1.345 0.371 4.126
H -2.899 0.945 3.496
H -3.036 -2.646 2.651
H -3.951 -1.233 3.192
H -2.603 -1.782 4.116

Calculated values
**E_LUMO (alpha / beta)**: 3.430 / 3.429 eV
**Highest occupied orbital energy (alpha / beta)**: -0.006 / -0.096 Ha
**Multiplicity**: 2
**Total charge**: -2

***

Formula: C33H39BO4S2
Source: OMol25
Level of theory: wB97M-V/def2-TZVPD

Geometry (Å):
C -3.907 0.143 -4.269
C -2.509 -0.175 -3.892
C -1.970 -1.428 -3.629
C -0.565 -1.404 -3.430
C -0.058 -0.109 -3.418
B -1.885 0.071 1.357
C 1.287 0.300 -3.653
C 2.447 -0.448 -3.802
C 3.581 0.357 -4.032
C 3.284 1.706 -4.155
C 4.230 2.801 -4.500
S 1.618 1.998 -3.914
O -3.148 0.143 0.802
C -3.989 -0.545 1.747
C -4.443 0.510 2.769
C -5.181 -1.032 0.954
C -2.999 -1.625 2.371
C -3.241 -1.979 3.822
C -2.953 -2.918 1.568
O -1.711 -0.939 2.295
S -1.323 1.060 -3.809
H -4.502 -0.774 -4.298
H -4.349 0.839 -3.545
H -3.942 0.613 -5.262
H -2.575 -2.328 -3.621
H 0.074 -2.268 -3.278
H 2.445 -1.537 -3.734
H 4.606 -0.018 -4.104
H 5.258 2.478 -4.315
H 4.142 3.060 -5.571
H 4.017 3.696 -3.910
H -5.299 0.133 3.340
H -3.638 0.806 3.457
H -4.754 1.411 2.222
H -5.903 -1.508 1.617
H -5.648 -0.164 0.481
H -4.883 -1.732 0.168
H -4.163 -2.574 3.924
H -2.415 -2.599 4.196
H -3.329 -1.096 4.461
H -3.833 -3.543 1.814
H -2.936 -2.751 0.487
H -2.064 -3.504 1.843
C -1.126 3.311 5.014
O -1.619 3.714 3.709
C -1.093 3.133 2.614
C -1.810 3.261 1.387
C -1.685 2.307 0.439
C -0.863 1.091 0.658
C -0.612 0.183 -0.541
C 0.509 -0.630 -0.522
C 1.715 0.040 -0.620
C 3.003 -0.455 -0.325
C 4.121 0.341 -0.697
C 5.390 -0.097 -0.480
C 5.595 -1.303 0.240
O 6.886 -1.607 0.541
C 7.128 -2.662 1.489
C 4.493 -2.105 0.629
C 3.212 -1.687 0.342
C 0.168 1.315 1.704
C 0.051 2.299 2.637
H -1.647 3.952 5.723
H -1.370 2.257 5.205
H -0.039 3.460 5.090
H -2.480 4.118 1.276
H -2.176 2.403 -0.529
H -1.418 0.104 -1.268
H 0.441 -1.725 -0.438
H 1.666 1.088 -0.935
H 3.938 1.299 -1.186
H 6.265 0.458 -0.816
H 8.209 -2.651 1.612
H 6.635 -2.470 2.452
H 6.798 -3.627 1.080
H 4.661 -3.050 1.175
H 2.348 -2.279 0.650
H 1.040 0.664 1.692
H 0.792 2.421 3.447

Calculated values
**E_LUMO**: -0.206 eV
**Highest occupied orbital energy**: -0.191 Ha
**Multiplicity**: 1
**Total charge**: 0

***

Number 1: maximum force 0.071 Eh/bohr, E_tot -89845.7355 eV. Number 2: maximum force 0.060 Eh/bohr, E_tot -108058.4595 eV. Number 3: maximum force 0.084 Eh/bohr, E_tot -65387.7797 eV.